Record 1
DFT (the ωB97M-V functional and the def2-TZVPD basis) results for a structure of composition C31H49NO3P2STb.

```
88
C31H49NO3P2STb | OMol25 | the ωB97M-V functional and the def2-TZVPD basis
Tb -0.344 0.231 0.117
C -2.342 1.968 0.119
C -2.716 1.054 -0.914
C -2.653 -0.122 1.072
C -2.326 1.246 1.354
C -2.888 -0.236 -0.335
C -2.090 3.425 -0.055
H -1.667 3.624 -1.046
H -1.393 3.811 0.698
H -3.009 4.024 0.026
C -2.080 1.814 2.707
H -1.820 2.876 2.644
H -1.265 1.287 3.228
H -2.974 1.726 3.342
C -2.800 -1.216 2.066
H -3.861 -1.438 2.258
H -2.338 -0.946 3.022
H -2.335 -2.149 1.709
C -3.387 -1.434 -1.056
H -4.484 -1.486 -1.053
H -3.021 -2.368 -0.614
H -3.075 -1.412 -2.104
C -3.064 1.412 -2.305
H -4.049 1.889 -2.383
H -3.102 0.523 -2.937
H -2.331 2.097 -2.738
C 1.369 0.820 -3.325
C 0.331 1.658 -3.474
C -0.325 1.898 -4.802
C -1.206 0.769 -5.412
C -1.323 -0.543 -4.687
C -0.272 -1.367 -4.546
C 1.074 -1.050 -5.138
C 1.951 0.053 -4.476
H 0.424 2.151 -5.571
H -0.813 0.594 -6.425
H -0.961 2.791 -4.703
H 2.255 0.731 -5.292
H 1.897 0.722 -2.371
H -0.028 2.276 -2.644
H 2.878 -0.427 -4.128
H 1.663 -1.976 -5.125
H -0.378 -2.364 -4.111
H 0.963 -0.766 -6.195
H -2.218 1.174 -5.533
H -2.336 -0.854 -4.419
P 1.603 2.358 0.518
C 1.387 3.204 2.126
H 2.217 3.910 2.257
H 1.431 2.458 2.933
H 0.430 3.739 2.156
C 3.291 1.724 0.831
H 3.931 2.566 1.124
H 3.687 1.240 -0.070
H 3.232 1.005 1.666
C 1.906 3.793 -0.585
H 2.333 3.444 -1.536
H 2.600 4.496 -0.103
H 0.951 4.304 -0.786
P 0.904 -2.401 -0.330
C -0.240 -3.609 -1.102
H 0.327 -4.458 -1.497
H -0.795 -3.127 -1.915
H -0.955 -3.964 -0.355
C 2.421 -2.617 -1.341
H 2.149 -2.663 -2.402
H 2.943 -3.538 -1.059
H 3.087 -1.762 -1.175
C 1.398 -3.313 1.202
H 1.733 -4.328 0.938
H 0.558 -3.377 1.913
H 2.227 -2.778 1.694
O 2.400 1.468 5.667
S 2.697 0.281 4.900
O 4.058 -0.190 4.796
N 2.021 0.424 3.376
C 1.004 -0.380 3.158
O 0.313 -0.332 2.049
C 0.732 -1.313 4.264
C -0.192 -2.366 4.358
C -0.229 -3.128 5.527
C 0.645 -2.851 6.590
C 1.580 -1.807 6.499
C 1.599 -1.058 5.321
H -0.849 -2.570 3.518
H -0.939 -3.948 5.624
H 0.600 -3.452 7.497
H 2.274 -1.572 7.309
```

Output
Relative energy (zero: lowest compared OMol25 entry of this formula, charge and spin) ... 0.000 eV
Frontier orbital gap (spin up / spin down) ... 8.07 / 8.30 eV
Total charge ... +1
Electronic energy ... -3396.3023 Ha
Highest occupied orbital energy (spin up / spin down) ... -10.98 / -10.99 eV
2S+1 ... 7


Record 2
DFT (the ωB97M-V functional and the def2-TZVPD basis) results for a structure of composition C31H50ClPSn.

```
84
C31H50ClPSn | OMol25 | the ωB97M-V functional and the def2-TZVPD basis
Sn -0.297 0.210 2.117
Cl 0.944 -1.103 3.660
P 0.112 0.201 -0.503
C -2.353 -0.279 2.087
H -2.851 -0.791 1.257
H -2.942 0.458 2.642
C 1.940 0.414 -0.788
C -0.710 1.890 -0.637
C 2.409 0.476 -2.249
H 2.156 1.398 -0.325
C 3.907 0.817 -2.314
H 2.247 -0.494 -2.745
H 1.849 1.229 -2.825
C 4.788 -0.105 -1.453
H 4.235 0.784 -3.363
H 4.040 1.852 -1.973
C 4.236 -0.353 -0.046
H 4.893 -1.069 -1.968
H 5.792 0.332 -1.380
C 2.735 -0.678 -0.032
H 4.785 -1.173 0.429
H 4.410 0.541 0.567
H 2.569 -1.656 -0.518
H 2.387 -0.788 1.008
C -0.605 -0.868 -1.876
C -2.234 1.686 -0.767
H -0.524 2.347 0.355
C -2.989 3.023 -0.752
H -2.471 1.137 -1.692
H -2.576 1.052 0.068
C -2.393 4.079 -1.690
H -4.039 2.840 -1.013
H -2.983 3.418 0.272
C -0.866 4.202 -1.606
H -2.671 3.837 -2.724
H -2.847 5.052 -1.463
C -0.132 2.853 -1.683
H -0.493 4.860 -2.401
H -0.602 4.675 -0.650
H -0.224 2.430 -2.696
H 0.944 3.017 -1.509
C 0.097 -2.233 -1.976
H -1.641 -1.042 -1.523
C -0.648 -3.180 -2.927
H 1.130 -2.104 -2.336
H 0.165 -2.697 -0.983
C -0.911 -2.569 -4.310
H -0.072 -4.108 -3.033
H -1.609 -3.452 -2.469
C -1.450 -1.132 -4.257
H 0.028 -2.566 -4.878
H -1.619 -3.202 -4.861
C -0.694 -0.224 -3.274
H -1.420 -0.677 -5.257
H -2.504 -1.161 -3.951
H 0.317 -0.045 -3.670
H -1.191 0.756 -3.238
C -0.253 -3.584 1.458
C -1.535 -3.168 1.330
H 0.517 -3.355 0.721
C -2.557 -3.350 2.405
H -1.865 -2.608 0.446
C -1.895 -3.535 3.784
H -3.224 -2.484 2.434
H -3.171 -4.236 2.197
C -0.821 -4.611 3.717
H -1.478 -2.577 4.122
H -2.671 -3.842 4.505
C 0.250 -4.363 2.636
H -0.338 -4.718 4.696
H -1.315 -5.562 3.489
H 1.102 -3.822 3.065
H 0.646 -5.341 2.331
C 0.954 4.546 4.254
C -0.064 3.742 4.786
C -0.432 2.556 4.134
C 0.214 2.175 2.954
C 1.231 2.971 2.420
C 1.600 4.157 3.073
H 1.234 5.471 4.756
H -0.576 4.035 5.707
H -1.231 1.933 4.554
H 1.741 2.672 1.498
H 2.389 4.780 2.655
```

Output
Relative energy (zero: lowest compared OMol25 entry of this formula, charge and spin) ... 1.266 eV
Frontier orbital gap ... 5.66 eV
Electronic energy ... -2226.9873 Ha
Highest occupied orbital energy ... -5.73 eV
2S+1 ... 1